Here is 15 unconnected molecules or ions with the total composition C37H103NO15 from the Open Molecules 2025 dataset. Energies are from wB97M-V/def2-TZVPD.

Last columns: bonded neighbours and bond lengths (Å).
Element x y z (Å)
1 C -0.76605 4.52881 2.14645  C2 1.552, H12 1.090, H13 1.090, H14 1.090
2 C -2.21228 4.11678 1.76206  C1 1.552, C3 1.559, N7 1.521, C11 1.512
3 C -2.17701 2.55907 1.81520  C2 1.559, C4 1.504, H15 1.090, H16 1.090
4 C -3.47291 1.82074 2.00641  C3 1.504, C5 1.497, H17 1.090, H18 1.090
5 C -4.23039 2.40245 3.15951  C4 1.497, C6 1.534, H19 1.090, H20 1.090
6 C -4.46419 3.91739 3.09605  C5 1.534, N7 1.507, C9 1.560, C10 1.572
7 N -3.20402 4.67743 2.77000  C2 1.521, C6 1.507, O8 1.409
8 O -3.38432 6.07371 2.71512  N7 1.409, H30 0.960
9 C -5.59980 4.25035 2.07893  C6 1.560, H21 1.090, H22 1.090, H23 1.090
10 C -4.90932 4.34218 4.54230  C6 1.572, H24 1.090, H25 1.090, H26 1.090
11 C -2.47096 4.52035 0.32766  C2 1.512, H27 1.090, H28 1.090, H29 1.090
12 H -0.57899 5.48549 1.65874  C1 1.090
13 H 0.02046 3.83193 1.85685  C1 1.090
14 H -0.71171 4.60890 3.23215  C1 1.090
15 H -1.67153 2.22318 0.90979  C3 1.090
16 H -1.56819 2.25456 2.66649  C3 1.090
17 H -3.38535 0.74846 2.18147  C4 1.090
18 H -3.92933 1.91962 1.02152  C4 1.090
19 H -3.94869 1.97902 4.12359  C5 1.090
20 H -5.23685 2.00238 3.03676  C5 1.090
21 H -5.99982 5.25135 2.24042  C9 1.090
22 H -5.19032 4.09295 1.08111  C9 1.090
23 H -6.44992 3.57163 2.14776  C9 1.090
24 H -4.94383 5.43164 4.54448  C10 1.090
25 H -5.90583 3.91944 4.67020  C10 1.090
26 H -4.27649 3.99605 5.35950  C10 1.090
27 H -1.67051 4.13620 -0.30464  C11 1.090
28 H -2.49999 5.60123 0.18997  C11 1.090
29 H -3.45800 4.25691 -0.05240  C11 1.090
30 H -2.96218 6.43443 3.49825  O8 0.960
31 C 3.54420 1.49695 3.32156  C32 1.584, H34 1.090, H35 1.090, H36 1.090
32 C 2.41866 2.25986 2.50949  C31 1.584, O33 1.403, H37 1.090, H38 1.090
33 O 2.40175 1.99353 1.13193  C32 1.403, H39 0.960
34 H 3.40090 0.41772 3.26838  C31 1.090
35 H 3.67362 1.84239 4.34725  C31 1.090
36 H 4.52583 1.69607 2.89161  C31 1.090
37 H 2.43715 3.34581 2.60149  C32 1.090
38 H 1.45141 2.00834 2.94453  C32 1.090
39 H 2.11933 1.07938 1.05346  O33 0.960
40 C -3.10066 -3.73304 -2.66658  C41 1.508, H43 1.090, H44 1.090, H45 1.090
41 C -1.60228 -3.57196 -2.61728  C40 1.508, O42 1.403, H46 1.090, H47 1.090
42 O -1.05978 -4.55505 -3.45773  C41 1.403, H48 0.960
43 H -3.57999 -4.60183 -2.21541  C40 1.090
44 H -3.43825 -3.71331 -3.70279  C40 1.090
45 H -3.58378 -2.84738 -2.25390  C40 1.090
46 H -1.10417 -3.54113 -1.64824  C41 1.090
47 H -1.24003 -2.62645 -3.02088  C41 1.090
48 H -0.11012 -4.49818 -3.32924  O42 0.960
49 C 3.70006 -5.77235 -3.59082  C50 1.566, H52 1.090, H53 1.090, H54 1.090
50 C 2.65796 -5.42707 -2.47430  C49 1.566, O51 1.428, H55 1.090, H56 1.090
51 O 1.70899 -4.44433 -2.89014  C50 1.428, H57 0.960
52 H 4.39595 -4.97485 -3.85124  C49 1.090
53 H 3.06279 -6.08068 -4.41962  C49 1.090
54 H 4.25796 -6.65995 -3.29246  C49 1.090
55 H 3.28414 -4.94035 -1.72657  C50 1.090
56 H 2.07628 -6.29265 -2.15725  C50 1.090
57 H 2.16785 -3.60397 -2.95977  O51 0.960
58 C 1.34045 0.20389 -3.91487  C59 1.522, H61 1.090, H62 1.090, H63 1.090
59 C 2.34181 0.15776 -5.06023  C58 1.522, O60 1.421, H64 1.090, H65 1.090
60 O 2.78034 -1.19293 -5.12007  C59 1.421, H66 0.960
61 H 0.89398 1.19392 -3.82211  C58 1.090
62 H 1.75522 -0.17227 -2.97968  C58 1.090
63 H 0.46705 -0.42774 -4.07711  C58 1.090
64 H 3.20382 0.80614 -4.90328  C59 1.090
65 H 1.88938 0.42465 -6.01531  C59 1.090
66 H 3.69940 -1.17685 -5.39697  O60 0.960
67 C 2.61067 -4.30564 2.06200  C68 1.529, H70 1.090, H71 1.090, H72 1.090
68 C 3.81471 -5.08865 2.58616  C67 1.529, O69 1.322, H73 1.090, H74 1.090
69 O 3.94925 -4.86112 3.88129  C68 1.322, H75 0.960
70 H 1.68398 -4.65994 2.51346  C67 1.090
71 H 2.66014 -4.27645 0.97351  C67 1.090
72 H 2.64586 -3.27643 2.41919  C67 1.090
73 H 4.76630 -4.83889 2.11692  C68 1.090
74 H 3.81675 -6.14204 2.30605  C68 1.090
75 H 4.72036 -5.32992 4.20873  O69 0.960
76 C 5.05581 -2.92250 -2.14853  C77 1.560, H79 1.090, H80 1.090, H81 1.090
77 C 4.18727 -2.15442 -1.10498  C76 1.560, O78 1.411, H82 1.090, H83 1.090
78 O 5.02475 -1.66200 -0.08177  C77 1.411, H84 0.960
79 H 5.55520 -3.81328 -1.76746  C76 1.090
80 H 5.90327 -2.32351 -2.48187  C76 1.090
81 H 4.39635 -3.05168 -3.00674  C76 1.090
82 H 3.40008 -2.73466 -0.62357  C77 1.090
83 H 3.88763 -1.26649 -1.66166  C77 1.090
84 H 5.57038 -0.97884 -0.47822  O78 0.960
85 C -3.48527 0.03978 -1.96065  C86 1.542, H88 1.090, H89 1.090, H90 1.090
86 C -3.00778 1.50280 -2.05325  C85 1.542, O87 1.351, H91 1.090, H92 1.090
87 O -2.88974 1.85083 -3.35292  C86 1.351, H93 0.960
88 H -4.51632 -0.21830 -2.20238  C85 1.090
89 H -3.36690 -0.13022 -0.89051  C85 1.090
90 H -2.73968 -0.52776 -2.51750  C85 1.090
91 H -2.12351 1.73512 -1.45980  C86 1.090
92 H -3.82322 2.03432 -1.56269  C86 1.090
93 H -3.65379 1.43845 -3.76252  O87 0.960
94 C 0.23834 0.04668 -0.44412  C95 1.553, H97 1.090, H98 1.090, H99 1.090
95 C 0.64772 -1.05746 0.56792  C94 1.553, O96 1.450, H100 1.090, H101 1.090
96 O 0.97871 -0.49991 1.86470  C95 1.450, H102 0.960
97 H -0.68247 0.53011 -0.11776  C94 1.090
98 H -0.00349 -0.37267 -1.42073  C94 1.090
99 H 0.96359 0.82546 -0.67993  C94 1.090
100 H 1.43885 -1.71572 0.20886  C95 1.090
101 H -0.17707 -1.75081 0.73249  C95 1.090
102 H 0.92603 -1.14792 2.57105  O96 0.960
103 C -0.88772 -2.18231 5.23324  C104 1.564, H106 1.090, H107 1.090, H108 1.090
104 C 0.57008 -1.67672 5.48598  C103 1.564, O105 1.422, H109 1.090, H110 1.090
105 O 1.24504 -1.95586 4.26587  C104 1.422, H111 0.960
106 H -0.81335 -3.16936 4.77684  C103 1.090
107 H -1.46705 -1.58186 4.53186  C103 1.090
108 H -1.37486 -2.29470 6.20183  C103 1.090
109 H 1.13722 -2.06632 6.33135  C104 1.090
110 H 0.58477 -0.59675 5.63283  C104 1.090
111 H 2.18036 -1.94091 4.48164  O105 0.960
112 C 5.63330 -1.14584 6.10962  C113 1.549, H115 1.090, H116 1.090, H117 1.090
113 C 5.15560 -2.07300 4.96495  C112 1.549, O114 1.465, H118 1.090, H119 1.090
114 O 3.73645 -2.41382 5.09726  C113 1.465, H120 0.960
115 H 6.70268 -0.93938 6.06601  C112 1.090
116 H 5.38545 -1.70831 7.00979  C112 1.090
117 H 5.07098 -0.22062 5.98367  C112 1.090
118 H 5.74361 -2.97824 5.11622  C113 1.090
119 H 5.36418 -1.61202 3.99950  C113 1.090
120 H 3.56696 -3.29762 4.76292  O114 0.960
121 C -0.15546 4.29121 -2.77540  C122 1.511, H124 1.090, H125 1.090, H126 1.090
122 C -1.30988 4.93253 -3.50972  C121 1.511, O123 1.415, H127 1.090, H128 1.090
123 O -1.85049 4.07352 -4.49620  C122 1.415, H129 0.960
124 H 0.02262 4.75831 -1.80679  C121 1.090
125 H 0.75355 4.22523 -3.37327  C121 1.090
126 H -0.36304 3.28715 -2.40545  C121 1.090
127 H -1.12580 5.88016 -4.01589  C122 1.090
128 H -2.11053 5.19191 -2.81706  C122 1.090
129 H -2.08786 3.27649 -4.01662  O123 0.960
130 C -5.70088 -1.02916 0.89217  C131 1.524, H133 1.090, H134 1.090, H135 1.090
131 C -4.95295 -2.31635 0.56755  C130 1.524, O132 1.424, H136 1.090, H137 1.090
132 O -5.59653 -3.03128 -0.48201  C131 1.424, H138 0.960
133 H -5.60958 -0.30500 0.08262  C130 1.090
134 H -5.27003 -0.54860 1.77054  C130 1.090
135 H -6.72720 -1.34285 1.08286  C130 1.090
136 H -5.00517 -2.99462 1.41921  C131 1.090
137 H -3.88765 -2.21416 0.36071  C131 1.090
138 H -5.51470 -3.97680 -0.33747  O132 0.960
139 C 3.92292 3.53756 -1.85712  C140 1.486, H142 1.090, H143 1.090, H144 1.090
140 C 4.68963 2.29454 -1.58487  C139 1.486, O141 1.394, H145 1.090, H146 1.090
141 O 4.76772 2.14189 -0.20101  C140 1.394, H147 0.960
142 H 2.91984 3.45335 -1.43898  C139 1.090
143 H 3.89256 3.61445 -2.94398  C139 1.090
144 H 4.34431 4.38306 -1.31338  C139 1.090
145 H 5.58535 2.45046 -2.18611  C140 1.090
146 H 4.20445 1.35572 -1.85189  C140 1.090
147 H 3.96463 1.86258 0.24469  O141 0.960
148 C -2.34203 -0.17242 -5.79418  C149 1.527, H151 1.090, H152 1.090, H153 1.090
149 C -3.75978 0.10556 -6.28847  C148 1.527, O150 1.364, H154 1.090, H155 1.090
150 O -4.68596 -0.11041 -5.31087  C149 1.364, H156 0.960
151 H -2.10987 0.21654 -4.80276  C148 1.090
152 H -1.80265 0.32438 -6.60063  C148 1.090
153 H -1.94800 -1.18870 -5.79701  C148 1.090
154 H -3.95791 -0.63171 -7.06646  C149 1.090
155 H -3.83066 1.16234 -6.54594  C149 1.090
156 H -4.84791 -1.02595 -5.07182  O150 0.960

Properties
HOMO-LUMO gap (eV): 8.470
E_LUMO (eV): 0.338
Highest occupied orbital energy (eV): -8.1